Entry 1:
{"formula": "C28H57AsB2CrF4GeO4PSe", "method": "ωB97M-V/def2-TZVPD", "species": ["Cr", "C", "C", "C", "C", "C", "C", "C", "C", "O", "B", "O", "C", "C", "H", "H", "H", "H", "H", "H", "H", "H", "H", "H", "H", "H", "F", "B", "F", "F", "F", "C", "As", "C", "C", "H", "H", "H", "H", "H", "H", "H", "H", "H", "O", "C", "O", "H", "C", "Ge", "C", "C", "C", "Se", "C", "H", "H", "H", "H", "H", "H", "H", "H", "H", "H", "H", "H", "H", "H", "C", "C", "C", "P", "C", "C", "C", "C", "C", "C", "H", "H", "H", "H", "H", "H", "H", "H", "H", "H", "H", "H", "H", "H", "H", "H", "H", "H", "H", "H", "H"], "xyz": [[0.332, -0.788, -0.114], [0.736, 8.295, -0.193], [1.514, 7.066, -0.662], [1.574, 7.097, -2.194], [2.937, 7.153, -0.096], [0.872, 5.757, -0.201], [-0.277, 5.724, 0.589], [-0.863, 4.529, 1.018], [-0.249, 3.367, 0.629], [-0.597, 2.064, 0.904], [0.361, 1.269, 0.276], [1.300, 2.092, -0.373], [0.894, 3.382, -0.149], [1.473, 4.548, -0.580], [1.222, 9.195, -0.569], [0.707, 8.366, 0.895], [-0.288, 8.291, -0.566], [2.074, 8.005, -2.533], [0.571, 7.081, -2.621], [2.122, 6.245, -2.595], [3.404, 8.095, -0.387], [3.565, 6.342, -0.466], [2.924, 7.099, 0.993], [-0.747, 6.648, 0.886], [-1.758, 4.523, 1.624], [2.360, 4.524, -1.198], [-0.424, -2.499, -1.864], [-0.095, -3.709, -1.208], [-1.165, -4.542, -1.072], [0.966, -4.317, -1.843], [0.339, -3.224, 0.090], [-0.311, 0.118, 3.441], [0.121, -1.395, 2.304], [1.385, -2.357, 3.414], [-1.468, -2.474, 2.533], [-0.651, -0.242, 4.414], [-1.096, 0.699, 2.961], [0.562, 0.758, 3.569], [0.951, -2.444, 4.411], [2.338, -1.835, 3.479], [1.548, -3.350, 2.999], [-1.738, -2.482, 3.591], [-1.271, -3.481, 2.173], [-2.271, -2.047, 1.934], [-0.512, 0.114, -1.807], [-1.633, -0.103, -1.283], [-1.689, -0.566, -0.112], [-2.558, 0.127, -1.827], [-6.870, -3.057, 2.023], [-6.854, -4.168, 0.416], [-7.757, -5.867, 0.768], [-7.740, -3.253, -1.059], [-4.983, -4.490, -0.055], [-4.048, -2.830, -0.513], [-3.745, -3.237, -2.386], [-7.882, -2.752, 2.284], [-6.273, -2.161, 1.857], [-6.447, -3.604, 2.865], [-8.791, -5.693, 1.065], [-7.261, -6.415, 1.568], [-7.760, -6.490, -0.126], [-8.762, -2.989, -0.790], [-7.773, -3.894, -1.940], [-7.197, -2.343, -1.311], [-4.894, -5.159, -0.910], [-4.437, -4.951, 0.768], [-4.693, -3.343, -2.910], [-3.150, -4.144, -2.455], [-3.179, -2.416, -2.821], [5.256, -2.288, -0.324], [3.854, -2.215, 0.292], [3.201, -3.591, 0.269], [2.876, -0.757, -0.362], [3.314, -0.624, -2.145], [2.687, 0.596, -2.820], [2.850, -1.895, -2.864], [3.871, 0.537, 0.576], [3.188, 0.949, 1.879], [4.381, 1.756, -0.188], [5.884, -2.935, 0.290], [5.758, -1.323, -0.403], [5.215, -2.727, -1.320], [3.965, -1.933, 1.349], [2.955, -3.929, -0.735], [2.280, -3.620, 0.844], [3.899, -4.309, 0.705], [4.406, -0.556, -2.199], [1.599, 0.548, -2.781], [2.985, 0.597, -3.871], [2.992, 1.538, -2.376], [1.789, -2.089, -2.703], [3.395, -2.784, -2.555], [2.997, -1.768, -3.938], [4.760, -0.031, 0.867], [2.380, 1.656, 1.702], [3.912, 1.432, 2.540], [2.779, 0.091, 2.416], [3.592, 2.480, -0.372], [4.836, 1.488, -1.140], [5.151, 2.243, 0.415]], "forces_ev_per_angstrom": [[-0.3, -0.4, -0.4], [0.0, 0.0, 0.0], [0.0, 0.0, 0.0], [0.0, 0.0, 0.0], [0.0, 0.0, 0.0], [0.0, 0.0, 0.0], [0.0, -0.1, 0.0], [0.1, 0.1, -0.1], [-0.1, 0.0, 0.1], [0.0, -0.1, 0.0], [0.3, 0.2, -0.1], [-0.2, -0.1, 0.0], [0.0, 0.1, 0.0], [0.0, 0.1, 0.0], [0.0, 0.0, 0.0], [0.0, 0.0, 0.0], [0.0, 0.0, 0.0], [0.0, 0.0, 0.0], [0.0, 0.0, 0.0], [0.0, 0.0, 0.0], [0.0, 0.0, 0.0], [0.0, 0.0, 0.0], [0.0, 0.0, 0.0], [0.0, 0.1, 0.0], [0.0, 0.0, 0.0], [0.0, 0.0, 0.0], [-0.1, 0.1, -0.3], [0.1, 0.1, 0.0], [-0.2, -0.2, 0.1], [0.2, -0.1, -0.1], [-0.1, 0.2, 0.3], [0.0, -0.1, 0.1], [-0.1, 0.2, 0.3], [0.0, -0.1, 0.0], [0.0, 0.0, 0.0], [0.0, 0.0, 0.0], [0.0, 0.0, 0.0], [0.0, 0.0, 0.0], [0.1, 0.0, 0.0], [0.0, 0.0, 0.0], [0.0, 0.0, 0.0], [0.0, 0.0, -0.1], [0.0, 0.0, 0.0], [0.0, 0.0, 0.0], [0.2, 0.1, -0.1], [-0.2, 0.1, -0.1], [0.1, -0.2, 0.2], [0.0, 0.0, 0.0], [0.0, 0.0, 0.0], [0.0, 0.0, 0.0], [0.0, 0.0, 0.0], [0.0, 0.0, 0.0], [0.1, 0.0, 0.0], [-0.1, 0.0, 0.0], [0.0, 0.0, 0.0], [0.0, 0.0, 0.0], [0.0, 0.0, 0.0], [0.0, 0.0, 0.0], [0.0, 0.0, 0.0], [0.0, 0.0, 0.0], [0.0, 0.0, 0.0], [0.0, 0.0, 0.0], [0.0, 0.0, 0.0], [0.0, 0.0, 0.0], [0.0, 0.0, 0.0], [0.0, 0.0, 0.0], [0.0, 0.0, 0.0], [0.0, 0.0, 0.0], [0.0, 0.0, 0.0], [0.0, 0.0, 0.0], [0.0, 0.1, 0.1], [0.0, 0.0, 0.0], [0.0, 0.0, 0.2], [0.1, -0.1, 0.0], [0.0, 0.0, 0.0], [0.0, 0.0, 0.0], [0.0, 0.0, 0.0], [0.0, 0.0, 0.1], [0.0, 0.0, 0.0], [0.0, 0.0, 0.0], [0.0, 0.0, 0.0], [0.0, 0.0, 0.0], [0.0, 0.0, 0.0], [0.0, 0.0, 0.0], [0.1, 0.0, 0.0], [0.0, 0.0, 0.0], [0.0, 0.0, 0.0], [0.0, 0.0, 0.0], [0.0, 0.0, 0.0], [0.0, 0.0, 0.0], [0.0, 0.0, 0.0], [0.0, 0.0, 0.0], [0.0, 0.0, 0.0], [0.0, 0.0, -0.1], [0.0, 0.0, 0.0], [0.0, 0.0, 0.0], [0.0, 0.0, 0.0], [0.0, 0.0, 0.0], [0.0, 0.0, 0.0], [0.0, 0.0, 0.0]], "e_homo_ev": [-7.4, -7.4], "lumo_ha": [0.0138, 0.0148], "e_above_lowest_kj_mol": 21.5, "multiplicity": 4, "total_energy_ha": -9951.5310}

Entry 2:
{"formula": "C28H57BN3O", "method": "ωB97M-V/def2-TZVPD", "species": ["C", "C", "C", "C", "C", "C", "C", "C", "C", "C", "C", "C", "C", "C", "C", "C", "C", "C", "C", "C", "C", "N", "N", "C", "C", "C", "C", "C", "C", "N", "B", "C", "O", "H", "H", "H", "H", "H", "H", "H", "H", "H", "H", "H", "H", "H", "H", "H", "H", "H", "H", "H", "H", "H", "H", "H", "H", "H", "H", "H", "H", "H", "H", "H", "H", "H", "H", "H", "H", "H", "H", "H", "H", "H", "H", "H", "H", "H", "H", "H", "H", "H", "H", "H", "H", "H", "H", "H", "H", "H"], "xyz": [[4.686, 2.900, 1.912], [4.717, 1.362, 1.778], [4.689, 0.631, 3.115], [3.284, 0.600, 3.757], [2.637, -0.821, 3.743], [1.770, -0.955, 2.487], [1.317, -2.382, 2.125], [2.294, -3.510, 2.446], [3.606, -3.501, 1.649], [3.435, -3.393, 0.117], [4.047, -2.083, -0.414], [3.415, -1.639, -1.758], [2.507, -0.411, -1.565], [1.377, -0.350, -2.617], [1.731, 0.540, -3.807], [0.758, 0.360, -4.991], [-0.717, 0.560, -4.576], [-1.565, -0.736, -4.597], [-2.129, -1.122, -3.227], [-3.436, -0.341, -2.924], [-3.461, 0.243, -1.568], [-2.364, 0.677, -0.977], [-2.624, 1.188, 0.247], [-3.888, 1.082, 0.444], [-4.572, 1.542, 1.676], [-5.112, 0.361, 2.529], [-3.631, 2.374, 2.574], [-2.916, 3.563, 1.887], [-1.379, 3.487, 2.087], [-4.480, 0.480, -0.725], [-5.931, 0.178, -0.951], [-6.545, -0.077, -2.373], [-6.772, 0.161, 0.119], [3.672, 3.250, 1.725], [4.979, 3.248, 2.897], [5.319, 3.340, 1.150], [3.905, 1.041, 1.128], [5.637, 1.098, 1.256], [5.409, 1.087, 3.790], [5.043, -0.387, 2.932], [3.284, 1.030, 4.754], [2.666, 1.227, 3.114], [3.466, -1.517, 3.743], [2.037, -0.887, 4.648], [0.880, -0.344, 2.651], [2.320, -0.486, 1.675], [0.369, -2.594, 2.620], [1.088, -2.386, 1.058], [2.541, -3.492, 3.505], [1.786, -4.449, 2.220], [4.219, -2.676, 2.011], [4.181, -4.403, 1.848], [2.386, -3.450, -0.171], [3.943, -4.215, -0.378], [5.097, -2.290, -0.605], [3.942, -1.290, 0.318], [4.199, -1.385, -2.467], [2.792, -2.453, -2.123], [3.074, 0.514, -1.623], [2.021, -0.511, -0.594], [1.138, -1.352, -2.974], [0.515, 0.087, -2.111], [1.640, 1.579, -3.491], [2.734, 0.329, -4.168], [0.992, 1.087, -5.764], [0.924, -0.626, -5.423], [-0.775, 0.986, -3.573], [-1.135, 1.312, -5.239], [-2.417, -0.589, -5.262], [-0.991, -1.559, -5.009], [-1.384, -0.998, -2.447], [-2.338, -2.188, -3.282], [-3.516, 0.442, -3.676], [-4.263, -1.006, -3.114], [-1.416, 0.676, -1.321], [-5.408, 2.172, 1.372], [-6.181, 0.255, 2.418], [-4.952, 0.607, 3.572], [-4.599, -0.565, 2.278], [-2.945, 1.670, 3.038], [-4.270, 2.755, 3.365], [-3.169, 3.639, 0.837], [-3.226, 4.452, 2.426], [-1.117, 2.814, 2.896], [-0.987, 4.464, 2.352], [-0.914, 3.135, 1.171], [-6.296, -1.077, -2.725], [-6.257, 0.678, -3.104], [-7.626, -0.063, -2.288], [-6.764, -0.709, 0.541]], "forces_ev_per_angstrom": [[-0.6, -0.5, -0.4], [0.8, 0.6, 0.2], [-0.3, -0.2, -0.2], [0.1, -0.4, -0.6], [0.2, 1.5, -0.1], [0.1, -0.5, 0.5], [0.1, 0.4, 0.0], [0.2, -0.2, -0.5], [-0.2, -0.1, -0.3], [0.3, 0.7, 0.5], [-0.3, -0.6, -1.1], [0.1, 0.6, 0.8], [-0.7, -0.9, -0.6], [0.8, 0.5, 0.1], [-0.9, -0.2, -0.5], [0.1, 0.2, 0.6], [0.0, -0.4, -0.4], [0.0, 0.6, 0.2], [-0.1, -0.2, -0.6], [0.6, -0.6, -0.4], [0.4, 0.2, -0.4], [-0.7, -0.1, 0.3], [0.8, 0.3, 0.5], [-0.2, -0.5, -1.1], [-0.3, -0.1, 0.6], [0.0, 0.5, -0.2], [-0.3, 0.1, -0.9], [0.8, -0.5, 1.4], [-0.5, 0.2, -0.4], [0.0, 0.3, 1.0], [-0.8, 0.0, -0.7], [0.2, 0.3, 0.3], [0.5, -0.4, 0.1], [-0.1, 0.2, 0.1], [0.2, 0.0, 0.1], [0.1, 0.2, 0.0], [-0.2, -0.2, 0.0], [0.1, -0.1, 0.0], [0.1, 0.1, 0.0], [0.0, -0.1, 0.2], [0.0, 0.0, 0.1], [-0.3, 0.3, 0.3], [-0.1, -0.4, 0.3], [0.0, -0.6, 0.1], [0.0, 0.2, -0.2], [0.1, -0.1, -0.3], [0.0, 0.0, 0.2], [-0.1, -0.1, -0.1], [-0.1, -0.2, 0.1], [-0.1, -0.1, 0.2], [0.2, 0.1, -0.1], [-0.1, -0.1, 0.3], [-0.1, 0.0, 0.1], [-0.1, -0.2, -0.1], [0.3, 0.3, 0.4], [0.2, 0.2, 0.2], [0.0, -0.2, -0.3], [0.2, -0.1, -0.3], [0.1, 0.1, 0.3], [0.2, 0.2, 0.2], [-0.2, -0.1, 0.1], [-0.3, -0.1, -0.1], [0.4, 0.2, 0.1], [0.2, 0.1, 0.2], [0.2, 0.0, -0.1], [-0.2, -0.1, -0.1], [0.1, 0.2, 0.1], [-0.3, 0.0, 0.0], [0.0, -0.2, -0.2], [0.1, -0.1, 0.0], [0.2, 0.0, 0.0], [-0.2, -0.1, 0.3], [-0.1, 0.4, 0.2], [-0.3, 0.0, 0.2], [0.0, -0.1, -0.1], [-0.1, 0.0, -0.1], [-0.1, -0.2, -0.1], [0.2, -0.2, 0.2], [0.0, -0.2, 0.2], [0.3, 0.1, 0.0], [-0.1, 0.0, 0.2], [-0.1, 0.2, -0.1], [-0.4, 0.3, -0.3], [0.0, -0.1, 0.1], [0.2, 0.1, -0.2], [0.3, 0.0, 0.1], [0.1, 0.0, -0.3], [0.2, -0.2, -0.2], [-0.1, 0.1, 0.1], [-0.3, 0.2, 0.4]], "e_homo_ev": -12.2, "charge": 1, "lumo_ha": -0.1209, "smiles": "CCCCCCCCCCCCCCCCCCCCc1[nH]nc([C@@H](C)CCC)[n+]1B(C)O", "e_above_lowest_kj_mol": 0.0, "multiplicity": 1, "total_energy_ha": -1365.2671}